[1]
Computed, not measured: C34H44F4N3O3ReS as an isolated structure, with the ωB97M-V functional and the def2-TZVPD basis.

Values from the calculation:
gap between HOMO and LUMO (alpha / beta)	6.52 / 7.78	eV
total energy	-2587.617980	Eh
charge	+1
spin multiplicity	2

Positions of all 90 atoms, in Å:
Re -0.306 0.242 0.035
C 1.591 -0.097 -2.452
N 1.316 -0.853 -1.202
C 2.634 -1.306 -0.706
C 0.557 -2.080 -1.542
C -0.796 -1.706 -2.112
N -1.222 -0.422 -1.546
C -2.303 0.148 -2.229
C -2.270 1.505 -2.536
F -1.225 2.231 -2.139
C -3.274 2.111 -3.272
F -3.175 3.411 -3.544
C -4.347 1.381 -3.741
C -4.399 0.036 -3.434
F -5.443 -0.693 -3.816
C -3.406 -0.574 -2.692
F -3.574 -1.846 -2.326
H 2.148 -0.730 -3.147
H 2.195 0.772 -2.202
H 0.670 0.238 -2.920
H 3.109 -1.923 -1.472
H 2.502 -1.896 0.193
H 3.273 -0.448 -0.504
H 0.455 -2.667 -0.629
H 1.125 -2.670 -2.267
H -1.517 -2.478 -1.838
H -0.785 -1.649 -3.205
H -5.138 1.852 -4.305
C 0.331 2.249 0.532
C 0.158 1.588 1.833
C 1.318 0.786 2.006
C 2.286 1.202 0.995
C 1.741 2.145 0.162
C 2.477 3.094 -0.752
C 1.693 3.460 -2.010
C 2.646 4.378 0.094
C 3.868 2.582 -1.115
C 1.821 -0.125 3.126
C 2.476 -1.386 2.546
C 2.928 0.647 3.872
C 0.781 -0.623 4.125
C -0.789 2.224 2.881
C 0.133 2.882 3.927
C -1.802 1.308 3.592
C -1.569 3.389 2.253
H -0.298 3.063 0.212
H 3.308 0.860 0.975
H 0.725 3.887 -1.765
H 1.528 2.612 -2.676
H 2.252 4.212 -2.568
H 1.678 4.794 0.374
H 3.181 5.130 -0.487
H 3.211 4.178 1.005
H 3.845 1.656 -1.692
H 4.476 2.414 -0.226
H 4.383 3.327 -1.722
H 3.262 -1.160 1.830
H 1.729 -2.029 2.077
H 2.932 -1.951 3.358
H 3.767 0.867 3.214
H 3.302 0.027 4.688
H 2.576 1.585 4.293
H -0.025 -1.152 3.616
H 0.358 0.162 4.743
H 1.266 -1.332 4.797
H 0.582 2.163 4.605
H -0.456 3.574 4.530
H 0.932 3.453 3.448
H -1.508 0.265 3.620
H -2.788 1.380 3.141
H -1.913 1.642 4.625
H -0.903 4.212 1.992
H -2.285 3.765 2.984
H -2.140 3.102 1.374
O -0.923 -1.294 1.234
C -2.146 -0.900 1.310
N -2.355 0.296 0.807
S -4.015 0.665 0.840
O -4.260 1.796 1.671
O -4.535 0.672 -0.488
C -4.432 -0.846 1.671
C -5.676 -1.251 2.099
C -5.750 -2.493 2.724
C -4.619 -3.281 2.909
C -3.370 -2.855 2.476
C -3.299 -1.621 1.850
H -6.555 -0.640 1.955
H -6.708 -2.854 3.072
H -4.718 -4.239 3.400
H -2.485 -3.459 2.619

---

[2]
Computed, not measured: C34H45As3Br2N2O4Pb as an isolated structure, with the ωB97M-V functional and the def2-TZVPD basis.

Values from the calculation:
gap between HOMO and LUMO	7.66	eV
total energy	-13780.708634	Eh
charge	+2
spin multiplicity	1

Positions of all 91 atoms, in Å:
Pb 0.722 0.724 -0.936
O 4.179 -3.593 0.832
C 3.455 -4.081 -0.225
C 3.767 -5.277 -0.854
C 3.011 -5.710 -1.931
C 1.943 -4.952 -2.386
C 1.645 -3.751 -1.760
C 2.390 -3.306 -0.680
C 2.081 -1.992 0.017
O 0.899 -1.430 -0.374
N 3.224 -1.082 -0.241
N 3.048 0.218 -0.374
C 4.033 1.037 -0.487
C 3.874 2.465 -0.630
Br 2.137 3.123 -0.051
C 4.822 3.325 -1.021
C 4.728 4.778 -1.192
C 3.704 5.383 -1.925
C 3.640 6.760 -2.039
C 4.597 7.557 -1.427
C 5.641 6.965 -0.731
C 5.719 5.587 -0.631
H 4.801 -4.261 1.138
H 4.614 -5.862 -0.512
H 3.261 -6.645 -2.415
H 1.356 -5.291 -3.229
H 0.818 -3.133 -2.090
H 2.079 -2.187 1.106
H 4.153 -1.462 -0.101
H 5.056 0.666 -0.477
H 5.802 2.887 -1.191
H 2.986 4.774 -2.459
H 2.845 7.216 -2.614
H 4.540 8.634 -1.511
H 6.405 7.577 -0.271
H 6.537 5.125 -0.092
C 1.487 0.725 2.847
As -0.132 0.715 1.762
C -1.061 2.208 2.618
C -0.928 -0.883 2.611
C -2.272 -1.457 2.129
C -3.334 -0.358 2.065
C -2.048 -2.181 0.767
As -3.180 -1.988 -0.815
C -3.140 -3.693 -1.700
C -5.034 -1.454 -0.815
C -2.716 -2.546 3.121
As -3.160 -2.291 5.081
C -4.904 -1.394 4.940
C -2.167 -0.702 5.705
H 1.214 0.633 3.898
H 2.020 1.664 2.707
H 2.140 -0.102 2.572
H -1.306 1.950 3.647
H -1.967 2.477 2.079
H -0.383 3.061 2.624
H -1.032 -0.591 3.653
H -0.158 -1.658 2.564
H -3.123 0.347 1.265
H -3.363 0.190 3.006
H -4.320 -0.801 1.908
H -2.141 -3.262 0.909
H -1.041 -2.018 0.357
H -4.008 -4.281 -1.408
H -2.230 -4.238 -1.452
H -3.170 -3.507 -2.771
H -5.587 -2.143 -0.177
H -5.373 -1.561 -1.845
H -5.158 -0.433 -0.469
H -1.957 -3.335 3.139
H -3.635 -3.008 2.744
H -5.609 -2.020 4.393
H -4.860 -0.407 4.483
H -5.283 -1.284 5.956
H -1.095 -0.892 5.749
H -2.507 -0.549 6.730
H -2.371 0.211 5.144
Br -1.571 3.355 -7.288
C -1.849 2.388 -5.698
C -2.438 3.017 -4.606
C -2.613 2.313 -3.433
C -2.227 0.972 -3.354
C -1.649 0.348 -4.462
C -1.448 1.057 -5.629
C -2.497 0.249 -2.113
O -2.723 0.758 -1.031
O -2.430 -1.102 -2.201
H -2.762 4.045 -4.682
H -3.062 2.783 -2.568
H -1.353 -0.692 -4.402
H -1.000 0.581 -6.490

---

[3]
Computed, not measured: C34H45BN8OS2SbTi as an isolated structure, with the ωB97M-V functional and the def2-TZVPD basis.

Values from the calculation:
gap between HOMO and LUMO (alpha / beta)	4.80 / 7.30	eV
total energy	-3747.057252	Eh
charge	-1
spin multiplicity	3

Positions of all 93 atoms, in Å:
Ti 0.369 -0.453 -0.036
C 0.315 4.674 -3.655
C 0.972 4.455 -2.332
C 1.977 5.220 -1.710
C 2.192 4.592 -0.502
C 3.175 4.935 0.565
N 1.359 3.531 -0.434
N 0.606 3.450 -1.556
B 1.127 2.623 0.798
N -0.335 2.100 0.772
N -0.818 1.294 -0.230
C -2.135 1.473 -0.279
C -2.983 0.780 -1.290
C -2.526 2.387 0.698
C -1.365 2.752 1.350
C -1.206 3.681 2.505
N 2.197 1.504 0.879
N 2.350 0.600 -0.129
C 3.534 0.016 0.055
C 4.044 -1.036 -0.871
C 4.147 0.532 1.199
C 3.256 1.463 1.704
C 3.360 2.254 2.965
H -0.063 5.695 -3.741
H 1.003 4.504 -4.486
H -0.524 3.986 -3.761
H 2.482 6.095 -2.087
H 3.761 5.798 0.253
H 2.683 5.175 1.511
H 3.864 4.106 0.749
H 1.268 3.283 1.786
H -2.730 -0.277 -1.362
H -4.037 0.875 -1.030
H -2.832 1.233 -2.272
H -3.528 2.707 0.928
H -2.188 3.908 2.917
H -0.605 3.216 3.286
H -0.726 4.614 2.207
H 3.606 -0.916 -1.861
H 5.129 -0.967 -0.952
H 3.790 -2.037 -0.517
H 5.094 0.241 1.622
H 4.194 1.878 3.556
H 3.522 3.317 2.778
H 2.447 2.158 3.552
C -3.569 -1.966 1.045
C -2.183 -1.402 1.133
N -1.288 -1.589 0.119
N -1.563 -2.643 -0.712
C -0.528 -3.141 -1.290
S 1.113 -2.561 -1.055
S -0.792 -4.605 -2.257
C -0.205 -5.836 -1.024
C -0.986 -5.839 0.256
C -2.099 -6.661 0.407
C -2.857 -6.619 1.567
C -2.517 -5.743 2.589
C -1.412 -4.917 2.446
C -0.649 -4.968 1.291
C -1.755 -0.719 2.311
C -2.700 -0.292 3.276
C -2.333 0.278 4.481
C -0.991 0.447 4.793
C -0.027 0.061 3.862
C -0.375 -0.487 2.636
O 0.608 -0.793 1.779
H -3.926 -2.275 2.028
H -3.580 -2.825 0.379
H -4.288 -1.236 0.650
H 0.851 -5.637 -0.835
H -0.291 -6.797 -1.534
H -2.379 -7.331 -0.398
H -3.721 -7.266 1.669
H -3.117 -5.698 3.489
H -1.150 -4.212 3.226
H 0.201 -4.304 1.178
H -3.753 -0.408 3.052
H -3.101 0.590 5.180
H -0.692 0.877 5.741
H 1.031 0.180 4.066
C 0.746 1.312 -5.056
Sb 0.677 -0.062 -3.382
C 1.842 -1.583 -4.374
C -1.209 -0.859 -4.060
H 0.802 0.727 -5.974
H 1.605 1.978 -4.994
H -0.159 1.916 -5.069
H 2.138 -1.230 -5.364
H 1.224 -2.474 -4.468
H 2.722 -1.851 -3.795
H -1.081 -1.231 -5.077
H -1.951 -0.061 -4.062
H -1.556 -1.664 -3.416

---

[4]
Computed, not measured: C34H45FeGeN6O6Se as an isolated structure, with the ωB97M-V functional and the def2-TZVPD basis.

Values from the calculation:
gap between HOMO and LUMO (alpha / beta)	5.98 / 5.54	eV
total energy	-7844.440436	Eh
charge	+1
spin multiplicity	5

Positions of all 94 atoms, in Å:
Fe 0.649 -0.261 0.180
C -1.847 -1.248 -6.094
C -1.605 -0.954 -4.638
C -2.530 -1.356 -3.673
C -2.376 -1.062 -2.305
C -3.309 -1.432 -1.302
N -4.239 -2.435 -1.483
C -3.751 -3.766 -1.869
C -2.956 -4.444 -0.750
C -2.033 -5.559 -1.242
N -0.968 -5.061 -2.119
C -0.121 -4.055 -1.714
C 0.660 -4.084 -0.537
C 0.892 -5.225 0.258
C 1.759 -5.221 1.356
C 2.019 -6.492 2.119
C 2.413 -4.046 1.684
C 2.163 -2.861 0.961
C 2.839 -1.629 1.321
N 2.384 -0.463 1.055
C 3.199 0.725 1.343
C 3.015 1.822 0.286
C 2.805 1.294 -1.126
N 1.453 0.744 -1.302
C 0.966 0.695 -2.483
C -0.273 0.044 -2.869
C -0.484 -0.252 -4.228
C -1.211 -0.341 -1.911
O -1.070 -0.036 -0.633
C 1.289 -2.863 -0.129
O 1.012 -1.761 -0.803
H -2.304 -2.229 -6.228
H -0.918 -1.226 -6.662
H -2.522 -0.511 -6.534
H -3.428 -1.874 -3.990
H -3.308 -0.903 -0.358
H -4.909 -2.486 -0.730
H -3.120 -3.644 -2.748
H -4.606 -4.375 -2.166
H -3.636 -4.844 0.007
H -2.337 -3.681 -0.266
H -2.587 -6.311 -1.805
H -1.598 -6.067 -0.383
H -1.280 -4.937 -3.069
H 0.012 -3.219 -2.388
H 0.440 -6.163 -0.039
H 1.092 -7.026 2.326
H 2.514 -6.289 3.067
H 2.660 -7.162 1.544
H 3.105 -4.024 2.517
H 3.799 -1.713 1.831
H 4.247 0.421 1.395
H 2.911 1.117 2.319
H 3.907 2.449 0.298
H 2.169 2.454 0.552
H 3.518 0.493 -1.344
H 2.969 2.090 -1.855
H 1.549 1.134 -3.297
H 0.256 0.058 -4.958
O -2.427 0.861 4.903
C -2.404 -0.447 4.690
O -3.029 -1.227 5.358
C -1.584 -0.938 3.544
C -1.481 -2.272 3.200
N -0.683 -2.352 2.124
N -0.263 -1.147 1.743
C -0.798 -0.277 2.585
C -0.494 1.153 2.296
O -0.952 2.053 2.989
O 0.231 1.331 1.244
H -1.872 1.362 4.254
H -1.915 -3.139 3.668
H -0.358 -3.178 1.636
C -5.087 3.440 -3.882
Ge -4.603 3.370 -2.002
C -5.735 2.147 -0.998
C -4.482 5.127 -1.174
C -2.769 2.548 -1.983
Se -2.087 2.400 -0.215
C -0.924 3.933 -0.223
H -6.097 3.834 -3.996
H -5.057 2.440 -4.314
H -4.403 4.082 -4.436
H -6.772 2.478 -1.039
H -5.436 2.100 0.050
H -5.675 1.145 -1.428
H -5.453 5.623 -1.202
H -3.767 5.758 -1.702
H -4.180 5.045 -0.128
H -2.059 3.111 -2.589
H -2.876 1.537 -2.383
H -1.530 4.817 -0.417
H -0.178 3.798 -1.004
H -0.461 3.982 0.758

---

[5]
Computed, not measured: C34H45GeIrO4S as an isolated structure, with the ωB97M-V functional and the def2-TZVPD basis.

Values from the calculation:
gap between HOMO and LUMO (alpha / beta)	7.21 / 5.93	eV
total energy	-4202.748778	Eh
spin multiplicity	5

Positions of all 86 atoms, in Å:
Ir -0.099 -0.076 0.507
C 3.186 1.058 3.140
C 1.936 1.713 2.561
C 2.266 2.440 1.268
C 1.318 2.686 3.560
O 1.000 0.662 2.274
Ge -0.301 -0.109 3.466
O -0.224 -1.553 2.190
C 0.317 -2.853 2.452
C 0.015 -3.728 1.247
C 1.824 -2.745 2.688
C -0.371 -3.421 3.692
O -1.497 0.667 2.232
C -2.908 0.883 2.295
C -3.144 2.355 1.977
C -3.422 0.543 3.691
C -3.591 0.001 1.257
H 3.948 1.806 3.369
H 3.595 0.345 2.423
H 2.940 0.524 4.061
H 3.019 3.209 1.452
H 1.376 2.908 0.848
H 2.664 1.740 0.531
H 1.994 3.524 3.742
H 1.122 2.198 4.517
H 0.379 3.079 3.167
H 0.472 -3.307 0.351
H -1.063 -3.784 1.088
H 0.408 -4.735 1.396
H 2.325 -2.323 1.813
H 2.251 -3.729 2.889
H 2.032 -2.095 3.541
H -1.451 -3.463 3.540
H -0.167 -2.810 4.573
H -0.010 -4.431 3.892
H -2.673 2.984 2.734
H -4.211 2.584 1.943
H -2.702 2.589 1.007
H -2.928 1.155 4.447
H -3.241 -0.510 3.922
H -4.496 0.724 3.752
H -3.270 0.280 0.252
H -4.676 0.112 1.320
H -3.330 -1.046 1.421
C -0.177 1.453 -0.697
C -0.331 2.372 -1.492
C -0.504 3.536 -2.312
C -1.429 4.518 -1.948
C -1.593 5.651 -2.728
C -0.844 5.818 -3.885
C 0.073 4.844 -4.256
C 0.247 3.711 -3.478
H -2.013 4.381 -1.048
H -2.310 6.406 -2.432
H -0.975 6.703 -4.495
H 0.659 4.969 -5.157
H 0.951 2.941 -3.762
C -1.046 -0.973 -0.769
C -1.544 -1.026 -2.060
C -0.977 -0.266 -3.255
C -2.051 0.288 -4.142
C -3.248 -0.316 -4.231
C -3.562 -1.412 -3.356
C -2.750 -1.725 -2.293
H -0.565 -1.116 -3.865
H -1.776 1.132 -4.764
H -3.994 0.030 -4.933
H -4.509 -1.923 -3.469
H -3.087 -2.421 -1.535
C 2.976 0.103 -1.998
S 2.594 -0.895 -0.540
O 0.106 0.538 -3.042
C 2.769 -2.529 -1.218
C 3.835 -3.330 -0.825
C 3.952 -4.620 -1.323
C 3.011 -5.111 -2.216
C 1.944 -4.312 -2.607
C 1.819 -3.027 -2.103
H 2.402 -0.242 -2.852
H 4.045 0.070 -2.201
H 2.658 1.120 -1.772
H 4.566 -2.938 -0.129
H 4.784 -5.241 -1.015
H 3.104 -6.117 -2.603
H 1.201 -4.694 -3.295
H 0.977 -2.404 -2.383